The following is a DFT calculation (ωB97M-V with the def2-TZVPD basis set) of a 2-piece molecular cluster, C61H77N4O overall in a non-equilibrium geometry.

Positions of all 143 atoms, in Å:
C1 -4.72 -4.43 2.22
N1 -4.27 -3.36 1.36
C2 -4.14 -3.56 0.01
O1 -4.26 -4.64 -0.57
C3 -3.80 -2.21 -0.62
C4 -4.91 -1.74 -1.55
C5 -5.06 -2.65 -2.75
C6 -6.29 -3.26 -3.03
C7 -6.39 -4.18 -4.08
C8 -5.28 -4.46 -4.87
C9 -4.06 -3.81 -4.62
C10 -3.96 -2.90 -3.57
N2 -3.60 -1.36 0.56
C11 -3.04 -0.15 0.43
C12 -2.97 0.83 1.43
C13 -2.06 1.89 1.46
C14 -2.21 2.98 2.40
C15 -1.96 4.34 2.09
C16 -2.27 5.35 3.00
C17 -2.77 5.04 4.27
C18 -3.16 6.13 5.23
C19 -2.96 3.70 4.61
C20 -2.70 2.69 3.70
C21 -4.15 -1.98 1.80
C22 -5.54 -1.40 2.13
C23 -3.26 -1.89 3.03
H1 -4.79 -5.35 1.63
H2 -4.01 -4.59 3.04
H3 -5.70 -4.20 2.66
H4 -2.85 -2.31 -1.17
H5 -5.86 -1.69 -0.99
H6 -4.66 -0.71 -1.89
H7 -7.15 -3.03 -2.39
H8 -7.34 -4.68 -4.26
H9 -5.35 -5.18 -5.69
H10 -3.18 -4.02 -5.24
H11 -3.01 -2.39 -3.36
H12 -2.67 0.08 -0.58
H13 -3.71 0.77 2.24
H14 -1.32 2.00 0.67
H15 -1.56 4.59 1.09
H16 -2.12 6.40 2.73
H17 -3.50 5.69 6.18
H18 -2.33 6.82 5.45
H19 -3.98 6.73 4.82
H20 -3.31 3.45 5.61
H21 -2.88 1.65 3.98
H22 -6.24 -1.58 1.31
H23 -5.92 -1.88 3.04
H24 -5.47 -0.32 2.31
H25 -2.27 -2.31 2.83
H26 -3.15 -0.85 3.36
H27 -3.72 -2.45 3.86
C24 -0.27 -0.45 2.26
C25 0.90 -0.71 3.18
C26 1.24 0.59 3.94
C27 0.45 -1.73 4.23
C28 2.10 -1.28 2.39
C29 3.31 -1.41 3.08
C30 4.42 -1.98 2.47
C31 4.27 -2.62 1.24
C32 3.00 -2.76 0.66
C33 2.78 -3.98 -0.27
C34 3.10 -3.60 -1.71
C35 1.37 -4.57 -0.10
C36 3.74 -5.13 0.07
C37 2.05 -1.75 1.04
N3 1.38 -0.98 0.02
C38 1.69 0.37 -0.21
C39 1.93 1.33 0.75
C40 2.59 2.61 0.48
C41 1.85 3.78 0.20
C42 2.50 4.92 -0.27
C43 3.90 4.97 -0.27
C44 4.64 3.88 0.19
C45 3.99 2.72 0.61
N4 1.71 0.56 -1.59
C46 2.29 1.66 -2.34
C47 3.69 1.69 -2.58
C48 4.64 0.47 -2.41
C49 6.11 0.92 -2.41
C50 4.42 -0.48 -3.60
C51 4.42 -0.30 -1.12
C52 4.23 2.85 -3.13
C53 3.43 3.79 -3.77
C54 2.06 3.64 -3.72
C55 1.48 2.66 -2.90
C56 -0.05 2.82 -2.73
C57 -0.42 4.29 -2.49
C58 -0.61 2.02 -1.58
C59 -0.73 2.38 -4.03
C60 1.11 -0.55 -2.16
C61 0.90 -1.47 -1.20
H28 -0.60 -1.36 1.76
H29 -1.10 -0.04 2.84
H30 -0.01 0.27 1.49
H31 2.07 0.44 4.63
H32 1.48 1.42 3.27
H33 0.36 0.91 4.52
H34 1.26 -1.95 4.94
H35 -0.40 -1.34 4.80
H36 0.13 -2.67 3.76
H37 3.37 -1.07 4.12
H38 5.39 -1.96 2.97
H39 5.15 -3.08 0.78
H40 4.11 -3.18 -1.77
H41 3.07 -4.50 -2.35
H42 2.40 -2.87 -2.13
H43 1.31 -5.09 0.87
H44 0.57 -3.83 -0.11
H45 1.19 -5.31 -0.90
H46 3.63 -5.44 1.12
H47 3.52 -5.99 -0.57
H48 4.79 -4.85 -0.11
H49 2.10 0.89 1.73
H50 0.78 3.75 0.39
H51 1.92 5.77 -0.62
H52 4.41 5.88 -0.59
H53 5.74 3.93 0.24
H54 4.54 1.88 1.05
H55 6.28 1.67 -1.64
H56 6.77 0.06 -2.20
H57 6.40 1.32 -3.39
H58 3.38 -0.85 -3.63
H59 4.62 0.05 -4.54
H60 5.10 -1.35 -3.53
H61 3.52 -0.91 -1.14
H62 5.26 -1.00 -0.94
H63 4.37 0.38 -0.26
H64 5.31 3.03 -3.12
H65 3.88 4.63 -4.31
H66 1.42 4.32 -4.28
H67 -0.23 4.92 -3.37
H68 -1.49 4.37 -2.26
H69 0.14 4.70 -1.64
H70 -0.74 0.97 -1.84
H71 0.07 2.08 -0.72
H72 -1.59 2.41 -1.29
H73 -0.49 1.33 -4.25
H74 -1.82 2.48 -3.94
H75 -0.39 2.99 -4.88
H76 0.88 -0.58 -3.22
H77 0.41 -2.42 -1.30

Its charge is +1.

=====

The following is a DFT calculation (ωB97M-V with the def2-TZVPD basis set) of a 12-piece molecular cluster, C62H107F15N14O10 overall in a non-equilibrium geometry.

Positions of all 208 atoms, in Å:
C1 -36.63 -3.29 2.45
C2 -35.04 -3.33 2.28
N1 -34.41 -4.13 3.37
C3 -34.35 -3.85 4.72
C4 -33.59 -4.82 5.30
N2 -33.25 -5.70 4.32
C5 -33.70 -5.27 3.18
C6 -32.47 -6.99 4.52
H1 -37.05 -2.99 1.48
H2 -36.94 -2.49 3.20
H3 -37.07 -4.28 2.66
H4 -34.61 -2.39 2.41
H5 -34.76 -3.75 1.35
H6 -34.72 -2.93 5.09
H7 -33.51 -5.10 6.38
H8 -33.65 -5.76 2.18
H9 -32.56 -7.27 5.53
H10 -31.49 -6.71 4.24
H11 -32.82 -7.73 3.85
C7 -30.94 -4.13 9.94
C8 -30.94 -3.66 8.48
N3 -30.11 -2.43 8.11
C9 -28.79 -2.43 7.68
C10 -28.55 -1.17 7.26
N4 -29.69 -0.45 7.36
C11 -30.61 -1.26 7.77
C12 -29.99 0.86 6.79
H12 -30.87 -3.17 10.52
H13 -30.02 -4.72 10.16
H14 -31.86 -4.77 10.10
H15 -32.00 -3.40 8.22
H16 -30.59 -4.48 7.86
H17 -28.16 -3.35 7.78
H18 -27.58 -0.73 6.98
H19 -31.64 -1.06 7.82
H20 -29.55 0.91 5.75
H21 -29.43 1.56 7.45
H22 -31.08 1.06 6.79
C13 -31.28 -7.51 8.15
C14 -30.01 -8.29 7.67
N5 -29.69 -8.29 6.30
C15 -29.12 -7.16 5.68
C16 -29.06 -7.48 4.35
N6 -29.60 -8.70 4.19
C17 -29.93 -9.23 5.40
C18 -29.97 -9.40 2.82
H23 -32.03 -7.55 7.38
H24 -30.96 -6.51 8.37
H25 -31.63 -7.80 9.12
H26 -30.01 -9.28 8.08
H27 -29.22 -7.67 8.15
H28 -28.91 -6.27 6.23
H29 -28.82 -6.83 3.51
H30 -30.40 -10.20 5.61
H31 -30.49 -8.61 2.34
H32 -30.64 -10.20 3.04
H33 -29.04 -9.66 2.32
C19 -21.85 -5.27 5.64
C20 -22.30 -3.83 5.41
N7 -22.85 -3.32 6.71
C21 -23.95 -2.59 6.74
C22 -24.32 -2.43 8.07
N8 -23.34 -3.00 8.79
C23 -22.48 -3.56 7.96
C24 -23.42 -3.21 10.22
H34 -20.82 -5.30 6.09
H35 -21.89 -5.80 4.74
H36 -22.47 -5.88 6.35
H37 -23.20 -3.84 4.81
H38 -21.44 -3.19 5.09
H39 -24.51 -2.31 5.88
H40 -25.23 -2.02 8.44
H41 -21.68 -4.21 8.25
H42 -22.53 -2.96 10.82
H43 -23.71 -4.26 10.41
H44 -24.33 -2.70 10.54
C25 -26.66 0.62 -3.27
C26 -26.30 -0.04 -1.95
N9 -27.05 -1.26 -1.73
C27 -27.92 -1.32 -0.65
C28 -28.44 -2.55 -0.73
N10 -27.89 -3.23 -1.82
C29 -27.09 -2.38 -2.44
C30 -28.32 -4.54 -2.26
H45 -27.70 0.49 -3.47
H46 -26.07 0.44 -4.20
H47 -26.57 1.65 -3.06
H48 -26.66 0.64 -1.12
H49 -25.19 -0.14 -1.96
H50 -28.05 -0.54 0.08
H51 -29.17 -3.13 -0.16
H52 -26.58 -2.64 -3.35
H53 -27.75 -5.32 -1.86
H54 -28.34 -4.58 -3.39
H55 -29.30 -4.64 -1.87
C31 -31.97 -0.60 -2.20
C32 -31.28 0.51 -1.52
N11 -31.83 0.85 -0.22
C33 -31.13 1.15 0.94
C34 -32.09 1.43 1.89
N12 -33.31 1.34 1.27
C35 -33.16 1.02 0.00
C36 -34.58 1.53 1.92
H56 -31.58 -0.83 -3.21
H57 -32.99 -0.43 -2.51
H58 -31.91 -1.57 -1.74
H59 -31.19 1.37 -2.12
H60 -30.28 0.16 -1.34
H61 -30.09 1.00 1.15
H62 -31.90 1.75 2.89
H63 -33.92 0.80 -0.77
H64 -34.67 2.36 2.66
H65 -34.81 0.60 2.37
H66 -35.38 1.85 1.15
C37 -35.57 -4.65 -2.95
C38 -36.58 -3.90 -3.77
N13 -36.27 -3.88 -5.18
C39 -37.09 -4.20 -6.24
C40 -36.42 -3.97 -7.40
N14 -35.22 -3.42 -6.94
C41 -35.10 -3.46 -5.64
C42 -34.16 -2.86 -7.80
H67 -35.61 -5.74 -3.03
H68 -35.90 -4.55 -1.88
H69 -34.50 -4.38 -2.93
H70 -36.60 -2.82 -3.47
H71 -37.51 -4.40 -3.68
H72 -38.04 -4.66 -6.12
H73 -36.66 -4.17 -8.41
H74 -34.30 -3.04 -5.01
H75 -33.44 -3.71 -8.03
H76 -33.57 -2.01 -7.36
H77 -34.56 -2.55 -8.77
C43 -27.10 1.18 2.07
O1 -25.70 0.92 1.75
O2 -27.81 1.04 1.00
C44 -27.47 0.11 3.20
F1 -28.71 0.18 3.54
F2 -27.27 -1.17 2.88
F3 -26.73 0.30 4.39
C45 -24.79 1.80 2.40
C46 -23.40 1.29 1.94
H78 -23.30 1.83 0.92
H79 -22.62 1.70 2.56
H80 -23.39 0.23 1.78
H81 -24.92 1.63 3.44
H82 -24.90 2.79 2.04
H83 -27.22 2.18 2.64
C47 -33.43 -0.40 5.11
O3 -32.38 -1.39 5.26
O4 -34.22 -0.52 4.06
C48 -34.21 -0.41 6.52
F4 -33.45 0.13 7.53
F5 -35.28 0.35 6.55
F6 -34.57 -1.66 7.06
C49 -31.27 -1.20 4.38
C50 -30.38 -2.43 4.24
H84 -29.56 -2.18 3.57
H85 -29.92 -2.84 5.22
H86 -31.03 -3.22 3.86
H87 -30.70 -0.30 4.72
H88 -31.68 -1.04 3.38
H89 -32.96 0.59 5.22
C51 -31.77 -3.01 -4.29
O5 -31.29 -2.36 -5.48
O6 -33.04 -2.76 -3.95
C52 -31.44 -4.61 -4.56
F7 -30.10 -4.88 -4.71
F8 -31.86 -5.34 -3.47
F9 -32.07 -5.19 -5.50
C53 -30.18 -1.45 -5.28
C54 -29.04 -1.76 -6.19
H90 -28.27 -1.05 -5.98
H91 -28.59 -2.77 -6.12
H92 -29.36 -1.54 -7.23
H93 -29.96 -1.52 -4.21
H94 -30.53 -0.40 -5.38
H95 -30.97 -2.83 -3.52
C55 -26.98 -5.61 8.72
O7 -26.38 -4.27 9.17
O8 -28.23 -5.56 8.31
C56 -26.13 -5.95 7.44
F10 -26.18 -7.28 7.13
F11 -26.64 -5.24 6.40
F12 -24.81 -5.71 7.47
C57 -27.00 -3.64 10.25
C58 -26.58 -4.39 11.56
H96 -27.25 -4.13 12.34
H97 -26.71 -5.47 11.35
H98 -25.54 -4.18 11.85
H99 -28.11 -3.74 10.09
H100 -26.83 -2.54 10.25
H101 -26.69 -6.42 9.39
C59 -30.65 -5.86 1.03
O9 -29.29 -5.30 0.81
O10 -30.94 -6.24 2.19
C60 -31.69 -4.77 0.62
F13 -31.77 -3.73 1.53
F14 -31.28 -4.10 -0.56
F15 -32.97 -5.17 0.49
C61 -28.81 -4.45 1.80
C62 -27.35 -4.71 2.00
H102 -27.02 -4.08 2.86
H103 -27.13 -5.75 2.26
H104 -26.72 -4.43 1.17
H105 -29.37 -4.70 2.76
H106 -28.99 -3.39 1.62
H107 -30.66 -6.60 0.13

Its charge is +2.

=====

In order of appearance, HOMO level = -0.3284; -0.4008 hartree.